Here is a 9-piece molecular cluster, C29H81O31P7 overall in a non-equilibrium geometry from the OMol25 dataset. Energies are from ωB97M-V with the def2-TZVPD basis set.

Output
spin multiplicity = 1
E_HOMO = -9.493 eV
total charge = 0
HOMO-LUMO gap = 9.68 eV
SMILES = COP(=O)(OC)OC.COP(=O)(OC)OC.COP(=O)(OC)OC.COP(=O)(OC)OC.COP(=O)(OC)OC.COP(=O)(OC)OC.COP(=O)(OC)OC.C1CCOC1.COCCOC
M = 1142.8 Da

Last column: Löwdin charge in e.
CARTESIAN COORDINATES (ANGSTROEM)
C1 -11.1294 -22.5862 18.1958  -0.0807
O1 -12.0932 -22.7402 19.2475  -0.2014
P1 -13.4457 -21.9156 19.2529  0.3789
O2 -13.3170 -20.5550 19.8070  -0.2329
O3 -13.9125 -21.9960 17.7361  -0.2268
C2 -15.1887 -21.5371 17.3199  -0.0882
O4 -14.5206 -22.8462 20.0005  -0.2117
C3 -15.6143 -22.3083 20.7266  -0.1144
H1 -11.2095 -23.4291 17.5043  0.0940
H2 -10.1227 -22.5179 18.5876  0.0906
H3 -11.4521 -21.7569 17.5632  0.0698
H4 -15.0461 -20.7704 16.5627  0.0836
H5 -15.7926 -21.1143 18.1261  0.0852
H6 -15.7932 -22.3608 16.9399  0.0924
H7 -15.5820 -21.2184 20.7599  0.0837
H8 -15.5168 -22.6855 21.7477  0.0896
H9 -16.5868 -22.6442 20.3655  0.0871
C4 -2.4432 -17.7761 6.8991  -0.1174
O5 -3.1099 -18.3322 8.0188  -0.2270
P2 -2.2743 -18.5362 9.3936  0.4060
O6 -1.1909 -17.5801 9.6639  -0.2254
O7 -1.8300 -20.0785 9.2782  -0.2208
C5 -0.5564 -20.4595 8.7636  -0.0973
O8 -3.3982 -18.6807 10.4884  -0.1834
C6 -4.6034 -19.3888 10.2123  -0.0953
H10 -2.0762 -18.5762 6.2521  0.0864
H11 -1.5996 -17.1641 7.2296  0.0809
H12 -3.0000 -17.1052 6.2426  0.0849
H13 0.1485 -19.6254 8.7653  0.0826
H14 -0.6754 -20.7961 7.7321  0.0850
H15 -0.1697 -21.2432 9.4109  0.0888
H16 -4.7041 -19.7118 9.1779  0.0798
H17 -5.3997 -18.6481 10.3438  0.0815
H18 -4.8711 -20.1978 10.8892  0.0917
C7 -5.5850 -26.9924 8.9872  -0.1073
O9 -5.9891 -26.3456 10.1787  -0.2118
P3 -5.8373 -24.7609 10.3893  0.3897
O10 -4.4798 -24.2231 10.3447  -0.2225
O11 -6.6453 -24.5747 11.7560  -0.2299
C8 -6.0709 -23.9510 12.9227  -0.0580
O12 -6.8586 -24.1712 9.3036  -0.2261
C9 -6.4610 -23.8033 7.9771  -0.0838
H19 -4.9951 -26.2877 8.3947  0.0687
H20 -6.4107 -27.2860 8.3355  0.0939
H21 -4.9746 -27.8756 9.1586  0.0903
H22 -6.6562 -23.0433 13.0734  0.0788
H23 -5.0252 -23.7208 12.7118  0.0794
H24 -6.1641 -24.6354 13.7628  0.0941
H25 -7.3021 -23.8837 7.2881  0.0884
H26 -5.6977 -24.4832 7.6086  0.0717
H27 -6.1853 -22.7509 8.0262  0.0884
C10 -11.3322 -21.0270 9.0870  -0.0738
O13 -11.1179 -20.0883 10.1546  -0.2157
P4 -11.7240 -18.6292 10.0974  0.3592
O14 -11.6538 -18.0057 11.4370  -0.2319
O15 -13.1947 -18.9575 9.5761  -0.2229
C11 -14.1686 -17.9011 9.5509  -0.0797
O16 -11.0689 -17.8341 8.8934  -0.2048
C12 -9.6806 -17.7357 8.6637  -0.0967
H28 -12.3861 -21.2718 8.9625  0.0870
H29 -10.7292 -21.9083 9.2693  0.0846
H30 -11.0582 -20.5324 8.1507  0.0856
H31 -14.8773 -18.1597 8.7739  0.0909
H32 -13.7276 -16.9115 9.4009  0.0874
H33 -14.5873 -17.7969 10.5544  0.0874
H34 -9.4271 -16.6910 8.4797  0.0929
H35 -9.3984 -18.3297 7.7913  0.0911
H36 -9.0351 -18.0653 9.4831  0.0890
C13 -6.3140 -17.9696 17.5096  -0.0613
O17 -4.8677 -18.0180 17.4214  -0.2085
P5 -4.1707 -18.8538 16.2598  0.3920
O18 -3.7755 -18.2151 14.9967  -0.2278
O19 -3.0520 -19.6245 17.0891  -0.2142
C14 -2.0100 -18.9397 17.7712  -0.0993
O20 -5.1624 -20.1021 15.9771  -0.2392
C15 -4.9056 -20.9173 14.8288  -0.0941
H37 -6.6282 -18.3783 18.4679  0.0934
H38 -6.8593 -18.3380 16.6474  0.0644
H39 -6.5040 -16.8941 17.5970  0.0902
H40 -1.0492 -19.1245 17.2762  0.0887
H41 -1.7842 -19.4354 18.7189  0.0875
H42 -2.2352 -17.8803 17.8536  0.0869
H43 -4.9936 -21.9364 15.2090  0.0914
H44 -3.8951 -20.8117 14.4307  0.0919
H45 -5.6100 -20.7249 14.0209  0.0655
C16 -14.7786 -16.5407 14.9057  -0.0936
O21 -14.1496 -15.6055 15.7677  -0.2216
P6 -13.4841 -16.0338 17.1628  0.3882
O22 -14.3644 -16.7050 18.1346  -0.2320
O23 -12.1662 -16.8331 16.7519  -0.2306
C17 -12.1310 -18.2620 16.6802  -0.0860
O24 -12.8996 -14.6613 17.7010  -0.2077
C18 -12.7934 -14.4365 19.0923  -0.1070
H46 -14.5530 -16.2322 13.8859  0.0865
H47 -15.8638 -16.3941 14.9690  0.0899
H48 -14.6078 -17.5825 15.1676  0.0806
H49 -11.5576 -18.6359 17.5263  0.0931
H50 -11.6623 -18.5011 15.7266  0.0809
H51 -13.1238 -18.7128 16.7203  0.0690
H52 -11.7622 -14.1615 19.3214  0.0811
H53 -12.9784 -15.3033 19.7291  0.0873
H54 -13.4674 -13.6556 19.4397  0.0908
C19 -9.7649 -13.2481 16.7184  -0.0649
O25 -8.7061 -13.7426 15.8748  -0.2171
P7 -8.9643 -15.0373 15.0282  0.3719
O26 -9.5264 -16.1378 15.8193  -0.2250
O27 -9.9527 -14.4895 13.8597  -0.2285
C20 -11.1179 -15.2401 13.4740  -0.0821
O28 -7.6136 -15.3696 14.2570  -0.2168
C21 -7.0961 -14.4569 13.2849  -0.0908
H55 -9.7119 -12.1686 16.5910  0.0951
H56 -9.6635 -13.6797 17.7078  0.0903
H57 -10.7528 -13.5024 16.3261  0.0778
H58 -12.0145 -14.7485 13.8447  0.0830
H59 -11.0612 -16.2677 13.8285  0.0711
H60 -11.1163 -15.2849 12.3867  0.0776
H61 -7.2074 -14.7851 12.2585  0.0887
H62 -6.0444 -14.3024 13.5467  0.0950
H63 -7.4461 -13.4407 13.4877  0.0849
C22 -10.3286 -24.4575 12.3029  -0.1685
C23 -11.7349 -24.3503 11.7297  -0.1582
C24 -12.0190 -25.7987 11.3705  -0.2174
O29 -10.7761 -26.3321 10.9563  -0.1187
C25 -9.7647 -25.7641 11.7793  -0.1964
H64 -10.3752 -24.5119 13.3956  0.1141
H65 -9.7633 -23.5514 12.0929  0.0858
H66 -11.6500 -23.7196 10.8396  0.0958
H67 -12.4631 -23.8650 12.3780  0.1128
H68 -12.7969 -25.8947 10.6097  0.1177
H69 -12.4029 -26.3904 12.2141  0.1210
H70 -8.8709 -25.5766 11.1846  0.0940
H71 -9.3751 -26.3654 12.6087  0.1219
C26 -6.8402 -18.4626 13.0208  -0.1240
O30 -7.4872 -19.6911 12.8353  -0.1863
C27 -8.8691 -19.6572 13.1987  -0.1971
C28 -9.3324 -21.0559 13.4976  -0.2027
O31 -8.8482 -21.6649 14.6734  -0.1820
C29 -8.7125 -20.8138 15.8033  -0.0803
H72 -6.9680 -18.0022 14.0092  0.0798
H73 -7.0918 -17.7278 12.2500  0.0865
H74 -5.7549 -18.5949 13.0652  0.0756
H75 -9.3771 -19.2094 12.3416  0.1077
H76 -9.0933 -18.9671 14.0190  0.1168
H77 -8.9958 -21.6757 12.6637  0.1074
H78 -10.4313 -21.0709 13.5032  0.1330
H79 -9.6712 -20.3504 16.0537  0.0829
H80 -7.9392 -20.0782 15.5633  0.0656
H81 -8.3275 -21.3987 16.6360  0.0928

Forces on atoms 1 to 6 (eV/Å):
-1.0612 -0.1048 -1.0938
-0.6004 -0.4189 0.2817
-0.2194 0.7324 0.6504
-0.3347 -0.6886 -0.3366
0.4339 -0.2608 -0.1991
-0.6303 0.2163 0.1692